No. 1
The following is a DFT calculation (ωB97M-V with the def2-TZVPD basis set) of 2 unconnected molecules or ions with the total composition C5H12N2O at a distorted geometry.

Last column: Mulliken charge in e.
Geometry (Å):
O  0.35  -1.63  1.31  -0.550
N  1.16  0.43  1.67  -0.376
N  -1.69  1.51  -0.07  -0.619
C  -2.38  -0.79  -0.47  -1.033
C  0.61  -0.53  0.88  0.512
C  0.92  -0.33  -0.71  -0.177
C  -1.98  0.37  0.36  0.053
C  2.30  0.19  -1.09  -1.422
H  -2.19  -0.59  -1.52  0.319
H  -1.83  0.05  1.45  0.411
H  0.19  0.27  -1.25  0.293
H  -1.80  -1.66  -0.14  0.236
H  0.80  -1.35  -1.09  0.255
H  2.41  0.20  -2.17  0.383
H  2.43  1.21  -0.74  0.359
H  0.79  0.72  2.56  0.241
H  3.08  -0.44  -0.66  0.338
H  -3.43  -1.04  -0.29  0.384
H  1.75  1.18  1.34  0.144
H  -1.49  2.22  0.62  0.248

Properties
SMILES string: [H]/N=C/C.CCC(N)=O
Gap between HOMO and LUMO in eV: 10.560
Highest occupied orbital energy in Ha: -0.359
Net charge: 0


No. 2
The following is a DFT calculation (ωB97M-V with the def2-TZVPD basis set) of a gas-phase ion, C4H8O2P (charge -1) at a distorted geometry.

Last column: Mulliken charge in e.
Geometry (Å):
P  0.42  -0.52  -1.16  0.890
O  1.47  -1.59  -0.93  -0.790
O  0.85  0.17  -2.62  -0.569
C  -1.30  -0.98  -0.88  -0.689
C  -0.82  -0.86  1.18  -0.956
C  0.67  0.86  0.13  -0.709
C  -0.45  0.52  1.18  -0.347
H  -1.75  0.07  -0.81  0.132
H  1.77  0.80  0.55  0.296
H  1.84  0.27  -2.55  0.315
H  -0.12  0.99  2.22  0.294
H  0.56  1.81  -0.30  0.331
H  -1.79  -1.02  1.75  0.250
H  -1.27  1.13  0.82  0.257
H  -0.08  -1.65  1.41  0.295

Properties
Gap between HOMO and LUMO in eV: 7.200
Highest occupied orbital energy in Ha: -0.118
Net charge: -1


No. 3
The following is a DFT calculation (ωB97M-V with the def2-TZVPD basis set) of 13 unconnected molecules or ions with the total composition C26H65N13O13 at a distorted geometry.

Last column: Mulliken charge in e.
Geometry (Å):
O  13.39  14.14  13.33  -0.657
O  12.66  8.53  12.30  -0.459
O  16.39  12.99  7.40  -0.721
O  8.76  12.87  16.25  -0.662
O  14.81  8.28  9.10  -0.560
O  12.29  11.57  9.34  -0.681
O  8.98  13.97  10.31  -0.611
O  17.28  16.15  11.94  -0.728
O  17.39  12.60  14.15  -0.798
O  12.88  16.08  8.42  -0.733
O  8.86  11.07  5.30  -0.683
O  7.86  9.94  11.28  -0.628
O  10.48  6.17  7.58  -0.688
N  18.47  14.27  11.90  -0.175
N  14.65  14.28  6.95  -0.238
N  16.45  10.75  14.94  -0.391
N  11.32  7.38  9.31  0.018
N  10.84  11.51  6.24  -0.215
N  11.03  12.83  16.05  -0.370
N  12.19  13.10  10.93  1.227
N  13.53  7.78  14.29  -0.441
N  14.89  10.38  8.27  0.035
N  15.43  15.02  13.70  -0.245
N  11.09  15.84  9.85  -0.228
N  8.86  12.16  9.05  0.213
N  6.99  10.41  13.30  -0.377
C  12.72  12.00  10.44  0.671
C  17.18  10.82  12.60  -0.806
C  8.30  13.03  9.93  0.622
C  14.21  15.04  13.20  0.743
C  9.73  13.71  14.18  -0.485
C  7.99  10.32  12.43  0.428
C  13.25  7.63  12.97  0.549
C  11.79  15.58  8.71  0.718
C  16.63  8.78  7.73  -1.358
C  9.67  10.84  6.18  0.587
C  19.24  16.20  10.61  -1.174
C  16.99  11.46  13.92  0.876
C  18.25  15.53  11.53  0.750
C  9.02  6.45  9.41  -0.896
C  13.82  16.26  12.37  -0.893
C  15.66  13.90  7.72  0.374
C  11.10  14.66  7.77  -0.859
C  9.26  9.78  7.16  -0.902
C  13.73  11.22  11.20  -0.341
C  15.35  9.12  8.44  0.705
C  9.77  13.08  15.61  0.508
C  15.80  14.75  8.96  -0.173
C  13.72  6.36  12.36  -1.114
C  9.36  10.80  12.95  0.170
C  6.90  12.88  10.35  -1.341
C  10.34  6.64  8.73  0.703
H  16.59  9.05  6.67  0.381
H  13.28  10.24  11.29  -0.196
H  8.22  6.79  8.76  0.250
H  16.12  15.58  13.24  0.300
H  10.02  14.76  7.92  0.310
H  14.10  6.51  11.34  0.195
H  14.50  5.87  12.95  0.421
H  10.12  15.58  9.96  0.168
H  18.74  16.88  9.90  0.285
H  18.03  13.85  12.71  0.106
H  18.17  10.32  12.55  0.446
H  11.44  14.88  6.75  0.491
H  11.46  16.51  10.46  0.281
H  14.09  17.13  12.94  0.513
H  12.55  13.56  11.76  -0.400
H  11.32  7.76  10.23  -0.041
H  15.68  14.28  14.32  0.179
H  19.17  13.76  11.38  0.192
H  15.36  14.16  9.79  -0.163
H  19.78  16.91  11.24  0.384
H  6.79  11.93  10.87  0.203
H  12.11  7.59  8.72  0.063
H  10.99  11.95  5.35  0.190
H  6.33  12.89  9.41  0.468
H  9.30  10.98  14.02  0.186
H  10.67  13.73  13.62  0.014
H  15.30  15.72  8.99  0.403
H  9.85  12.28  9.00  -0.124
H  6.65  13.78  10.94  0.300
H  14.46  16.21  11.51  0.203
H  8.18  9.84  7.28  0.390
H  8.81  5.42  9.61  0.347
H  14.51  13.85  6.05  0.234
H  9.52  14.77  14.44  0.441
H  17.55  9.21  8.16  0.277
H  11.41  13.61  7.82  0.013
H  13.90  14.86  7.27  0.122
H  13.59  6.96  14.84  0.212
H  16.85  14.78  9.31  0.117
H  9.67  9.71  8.18  0.251
H  8.88  13.33  13.64  0.122
H  12.79  16.19  12.04  -0.091
H  8.38  11.30  8.88  0.049
H  16.77  7.72  7.85  0.381
H  19.99  15.52  10.20  0.348
H  12.83  5.73  12.42  0.331
H  14.66  11.15  10.64  0.118
H  7.06  10.90  14.19  0.189
H  10.06  9.96  12.70  0.016
H  16.01  9.86  14.81  0.152
H  16.42  11.19  15.85  0.241
H  9.56  8.80  6.75  0.303
H  16.49  9.97  12.39  0.093
H  17.29  11.59  11.83  0.116
H  9.73  11.65  12.34  -0.306
H  13.93  10.69  8.54  -0.018
H  11.53  11.42  6.96  0.119
H  11.76  13.31  15.55  0.218
H  6.07  10.16  12.97  0.276
H  13.05  8.52  14.79  0.266
H  11.13  12.83  17.09  0.268
H  11.53  13.47  10.28  -0.631
H  8.93  7.02  10.35  0.206
H  15.31  10.89  7.51  0.175
H  13.93  11.73  12.13  0.377

Properties
Gap between HOMO and LUMO in eV: 9.133
Highest occupied orbital energy in Ha: -0.334
Net charge: 0


Q: What is the highest occupied orbital energy in the third record?
A: -0.334 Ha